{"formula": "C24H59B3O20P4", "method": "ωB97M-V with the def2-TZVPD basis set", "symbols": ["C", "B", "O", "B", "C", "C", "C", "C", "O", "C", "O", "O", "B", "P", "O", "O", "O", "O", "H", "H", "H", "H", "H", "H", "H", "H", "H", "H", "H", "H", "H", "H", "O", "P", "O", "C", "C", "O", "C", "C", "O", "C", "C", "H", "H", "H", "H", "H", "H", "H", "H", "H", "H", "H", "H", "H", "H", "H", "O", "P", "O", "C", "C", "O", "C", "C", "O", "C", "C", "H", "H", "H", "H", "H", "H", "H", "H", "H", "H", "H", "H", "H", "H", "H", "O", "P", "O", "C", "C", "O", "C", "C", "O", "C", "C", "H", "H", "H", "H", "H", "H", "H", "H", "H", "H", "H", "H", "H", "H", "H"], "positions_angstrom": [[1.2017, -2.6469, 7.7294], [0.6256, -1.4149, 6.7472], [0.6904, -1.7283, 5.2756], [-0.4705, -1.0252, 4.6232], [-1.6687, -1.8125, 3.8043], [-2.7520, -2.5811, 4.7770], [-3.7317, -1.5834, 5.6345], [-5.0757, -2.3616, 6.2484], [-5.7638, -1.3504, 7.1180], [-6.9508, -2.1000, 7.6455], [-8.2171, -1.7578, 7.3539], [-0.4709, 0.4675, 4.8223], [-0.7245, 0.5856, 6.3016], [-2.2667, 1.6913, 6.7645], [-3.1262, 1.0928, 7.9497], [-3.3406, 1.7845, 5.3565], [-1.7508, 3.3127, 7.1508], [0.1167, -0.1201, 7.2880], [0.6080, -2.7429, 8.7338], [2.3782, -2.5599, 7.8836], [0.9850, -3.6535, 7.1271], [-2.1486, -1.0968, 3.0083], [-1.1267, -2.6721, 3.1783], [-3.4640, -3.2343, 4.0799], [-2.2129, -3.3331, 5.5222], [-3.1633, -1.1671, 6.5935], [-4.0902, -0.7053, 4.9288], [-5.7757, -2.7964, 5.4169], [-4.6436, -3.1776, 6.9903], [-6.6812, -3.0416, 8.3269], [-2.8321, 2.1022, 4.5536], [-0.8269, 3.3888, 6.7231], [-1.8721, 1.4944, 0.3332], [-1.0182, 1.9037, -0.8918], [-1.5140, 0.6347, -1.8339], [-2.8004, 0.7134, -2.4198], [-2.7987, 1.6542, -3.6087], [0.3917, 1.2116, -0.3441], [0.6655, 1.1340, 1.0446], [0.3331, -0.2547, 1.5606], [-0.0641, 2.3610, -2.2606], [0.1818, 3.7557, -2.3539], [1.0629, 4.2479, -1.2218], [-3.5387, 1.0258, -1.6755], [-3.0690, -0.2946, -2.7515], [-2.6308, 2.6864, -3.2875], [-3.7564, 1.6127, -4.1365], [-1.9966, 1.3981, -4.3076], [0.1316, 1.9119, 1.5999], [1.7346, 1.3237, 1.1812], [-0.7055, -0.5280, 1.3483], [0.4975, -0.3192, 2.6398], [0.9593, -1.0038, 1.0646], [-0.7743, 4.2904, -2.3623], [0.6759, 3.9393, -3.3125], [0.5532, 4.1526, -0.2582], [1.3252, 5.3001, -1.3646], [1.9830, 3.6562, -1.1599], [-3.1929, -5.9892, -4.1986], [-3.0834, -5.0721, -5.4412], [-2.9917, -3.6681, -4.5671], [-1.7567, -3.3575, -3.9486], [-0.7550, -2.8438, -4.9642], [-4.7179, -5.0162, -5.7449], [-5.5493, -6.1190, -5.4257], [-6.2597, -5.8669, -4.1078], [-2.9610, -4.0474, -6.8298], [-2.3632, -4.6697, -7.9566], [-3.2299, -5.7855, -8.5080], [-1.3648, -4.2324, -3.4216], [-1.9526, -2.5806, -3.2029], [-0.4679, -3.6358, -5.6622], [0.1503, -2.4829, -4.4667], [-1.1832, -2.0297, -5.5570], [-4.9808, -7.0544, -5.4079], [-6.2919, -6.2142, -6.2239], [-5.5517, -5.6605, -3.2988], [-6.8726, -6.7271, -3.8246], [-6.9060, -4.9863, -4.1875], [-1.3742, -5.0487, -7.6766], [-2.2220, -3.9001, -8.7212], [-3.3151, -6.6072, -7.7903], [-2.8047, -6.1851, -9.4330], [-4.2454, -5.4260, -8.7084], [7.4307, 2.5934, -0.0927], [7.1971, 4.0550, -0.5470], [6.8796, 4.6223, 0.9765], [7.9790, 4.8292, 1.8440], [8.7275, 6.0962, 1.4792], [5.6165, 3.8284, -1.0131], [5.1860, 2.5765, -1.5199], [4.4862, 1.7889, -0.4266], [6.9362, 5.6881, -1.0546], [7.6528, 6.0514, -2.2246], [7.1577, 5.2972, -3.4437], [8.6462, 3.9624, 1.8256], [7.5799, 4.9197, 2.8592], [9.2198, 5.9910, 0.5079], [9.4935, 6.3224, 2.2271], [8.0423, 6.9462, 1.4043], [6.0191, 2.0150, -1.9547], [4.4790, 2.7746, -2.3314], [5.1260, 1.6590, 0.4521], [4.1855, 0.8018, -0.7889], [3.5939, 2.3243, -0.0851], [8.7212, 5.8704, -2.0635], [7.5148, 7.1263, -2.3745], [7.3633, 4.2263, -3.3526], [7.6491, 5.6615, -4.3504], [6.0735, 5.4089, -3.5561]], "forces_ev_per_a": [[-0.401, -0.448, -0.653], [1.056, -0.554, -0.582], [-3.715, 2.551, 2.182], [1.497, 0.232, 0.123], [0.693, -0.765, -0.465], [-1.016, -0.433, 0.023], [-0.334, -0.087, 0.086], [2.207, 0.330, 0.407], [-2.995, -3.483, -0.084], [-4.924, 2.385, -1.889], [8.730, -2.195, 2.064], [-1.332, -2.851, 3.727], [2.914, -1.092, -1.480], [-5.062, 0.774, 3.067], [3.300, 1.981, -4.271], [3.433, 0.471, 1.568], [1.351, -3.042, -2.167], [-1.765, -1.057, -3.906], [1.430, 0.410, -1.758], [-2.608, -0.174, -0.146], [0.661, 2.159, 1.277], [0.587, -1.370, 1.777], [-1.105, 1.786, 1.307], [1.646, 1.319, 1.413], [-0.972, 1.607, -1.663], [-1.280, -0.617, -2.092], [0.773, -1.712, 1.681], [1.306, 0.878, 1.639], [-1.083, 1.203, -1.729], [-0.499, 2.059, -1.492], [-0.700, -0.483, 1.194], [-1.952, 0.181, 0.974], [-0.429, 4.396, -1.227], [3.168, -9.483, 0.077], [-0.328, 0.636, 0.043], [-0.268, -0.158, -0.386], [-0.075, 0.104, -0.203], [-0.067, 1.492, 0.051], [0.069, -0.324, 0.484], [-0.130, -0.276, -0.139], [-2.451, 2.499, 1.331], [0.561, 0.703, -0.230], [0.191, 0.029, 0.038], [-0.028, -0.069, 0.023], [0.114, 0.072, 0.130], [-0.066, 0.040, -0.047], [0.090, 0.029, 0.076], [-0.131, -0.030, 0.115], [-0.044, -0.205, -0.049], [-0.043, 0.013, -0.158], [0.128, 0.231, 0.044], [0.152, 0.070, -0.176], [0.013, 0.141, 0.114], [0.124, 0.156, -0.163], [-0.114, -0.152, 0.046], [-0.017, 0.063, 0.066], [-0.046, -0.105, 0.048], [-0.172, 0.126, -0.074], [3.203, -1.274, -3.073], [-7.446, 5.175, 4.280], [0.599, -0.374, -0.185], [0.239, 0.371, 0.141], [0.211, 0.111, -0.077], [0.913, -0.809, -0.983], [-0.434, -0.200, 0.408], [-0.051, 0.107, 0.230], [2.578, -2.680, 0.346], [0.045, -0.069, -0.876], [-0.158, -0.058, -0.133], [-0.024, 0.011, 0.073], [-0.092, -0.134, -0.079], [0.083, 0.010, -0.001], [-0.083, -0.060, -0.049], [0.031, -0.096, 0.142], [-0.048, 0.154, 0.143], [0.107, 0.127, -0.051], [0.007, -0.175, -0.188], [0.024, 0.069, -0.033], [0.035, -0.159, -0.078], [0.062, 0.059, -0.243], [-0.015, 0.023, 0.191], [0.018, -0.080, -0.019], [-0.023, 0.010, 0.115], [0.224, -0.013, 0.030], [3.299, 1.755, -2.710], [-8.473, -0.676, 5.254], [0.689, -0.005, -0.257], [0.114, 0.250, 0.350], [0.147, 0.193, 0.017], [1.041, 0.232, -1.110], [-0.323, -0.516, 0.170], [-0.042, -0.101, 0.226], [3.291, -1.538, -0.853], [0.038, 0.488, -0.748], [-0.133, -0.009, -0.162], [-0.023, -0.042, 0.057], [-0.071, -0.085, -0.176], [0.081, 0.034, 0.029], [-0.048, -0.039, -0.099], [0.071, -0.155, 0.063], [-0.098, 0.017, 0.194], [0.048, 0.150, 0.031], [0.062, -0.008, -0.244], [-0.032, 0.090, 0.017], [0.064, -0.072, -0.144], [0.026, 0.206, -0.153], [-0.012, -0.101, 0.166], [0.043, -0.045, -0.060], [-0.022, -0.069, 0.096], [0.215, 0.036, 0.050]], "lowdin_charge": [-0.02, -0.34, 0.13, -0.40, -0.09, -0.19, -0.16, -0.18, -0.14, -0.15, -0.04, 0.10, -0.37, 0.77, -0.34, -0.21, -0.21, 0.15, 0.08, 0.09, 0.09, 0.12, 0.14, 0.13, 0.13, 0.12, 0.13, 0.14, 0.14, 0.17, 0.08, 0.09, -0.23, 0.74, -0.24, -0.30, -0.08, -0.23, -0.29, -0.05, -0.21, -0.32, -0.07, 0.11, 0.11, 0.06, 0.08, 0.08, 0.11, 0.11, 0.07, 0.05, 0.09, 0.11, 0.12, 0.07, 0.09, 0.07, -0.22, 0.73, -0.24, -0.30, -0.08, -0.23, -0.32, -0.08, -0.21, -0.32, -0.08, 0.11, 0.11, 0.06, 0.08, 0.08, 0.10, 0.11, 0.07, 0.08, 0.08, 0.11, 0.12, 0.07, 0.08, 0.09, -0.22, 0.73, -0.24, -0.31, -0.08, -0.23, -0.31, -0.07, -0.21, -0.32, -0.08, 0.11, 0.12, 0.06, 0.08, 0.08, 0.10, 0.11, 0.08, 0.08, 0.05, 0.11, 0.12, 0.07, 0.08, 0.09], "e_tot_ev": -105977.9647, "multiplicity": 1, "smiles": "CB1OB(CCCCOC=O)OB(P(=O)(O)O)O1.CCOP(=O)(OCC)OCC.CCOP(=O)(OCC)OCC.CCOP(=O)(OCC)OCC"}